No. 1
Computed, not measured: a structure of composition C54H119NO10P3, with wB97M-V/def2-TZVPD.

Cartesian coordinates (Å):
1 C 2.010 -0.666 -3.081
2 C 2.084 0.207 -1.802
3 O 2.839 1.156 -1.677
4 N 0.980 0.026 -0.771
5 H 0.207 0.584 -1.106
6 H 0.557 -0.890 -0.719
7 C 1.461 0.363 0.664
8 H 2.659 -1.538 -3.164
9 H 2.305 -0.062 -3.939
10 H 0.992 -1.008 -3.265
11 H 2.490 0.069 0.870
12 H 0.764 -0.192 1.291
13 H 1.235 1.426 0.749
14 C -5.110 -7.222 -0.191
15 C -4.182 -6.071 0.067
16 C -3.486 -5.664 -1.265
17 C -4.256 -4.765 -2.220
18 P -3.605 -3.100 -2.405
19 C -3.331 -2.494 -0.705
20 C -2.852 -1.085 -0.643
21 C -2.602 -0.537 0.879
22 C -3.768 -0.624 1.816
23 C -2.052 -3.071 -3.353
24 C -2.230 -3.679 -4.768
25 C -1.509 -2.952 -5.868
26 C -2.204 -1.690 -6.360
27 C -4.952 -2.014 -3.208
28 C -4.535 -0.579 -3.569
29 C -5.344 -0.006 -4.763
30 C -4.898 1.494 -5.019
31 H -5.853 -6.895 -0.917
32 H -5.605 -7.532 0.730
33 H -4.635 -8.133 -0.555
34 H -3.449 -6.564 0.706
35 H -4.741 -5.290 0.581
36 H -3.295 -6.608 -1.775
37 H -2.472 -5.272 -1.183
38 H -5.282 -4.723 -1.856
39 H -4.294 -5.158 -3.236
40 H -2.610 -3.145 -0.210
41 H -4.304 -2.513 -0.213
42 H -3.651 -0.479 -1.070
43 H -1.931 -0.900 -1.196
44 H -2.230 0.487 0.843
45 H -1.767 -1.033 1.374
46 H -3.481 -1.047 2.779
47 H -4.446 -1.348 1.365
48 H -4.285 0.330 1.911
49 H -1.362 -3.711 -2.803
50 H -1.600 -2.087 -3.224
51 H -3.277 -3.743 -5.063
52 H -2.033 -4.738 -4.604
53 H -1.397 -3.780 -6.569
54 H -0.469 -2.707 -5.657
55 H -1.624 -1.339 -7.214
56 H -2.150 -0.991 -5.525
57 H -3.238 -1.935 -6.602
58 H -5.896 -2.077 -2.667
59 H -5.194 -2.583 -4.105
60 H -3.469 -0.559 -3.795
61 H -4.780 0.063 -2.722
62 H -6.427 -0.109 -4.686
63 H -5.086 -0.635 -5.615
64 H -5.489 1.779 -5.889
65 H -3.818 1.525 -5.161
66 H -5.184 2.004 -4.099
67 C 2.564 4.928 2.717
68 C 2.043 3.939 1.653
69 C 1.710 4.630 0.343
70 C 0.356 5.295 0.347
71 P 0.092 6.298 -1.247
72 C -1.687 6.625 -1.304
73 C -2.563 5.510 -1.810
74 C -3.984 5.904 -2.240
75 C -4.641 4.972 -3.257
76 C 0.810 8.035 -1.114
77 C 2.253 7.999 -0.523
78 C 2.725 9.446 -0.245
79 C 4.267 9.435 -0.069
80 C 0.678 5.450 -2.863
81 C 0.455 6.225 -4.175
82 C 1.420 5.705 -5.299
83 C 1.315 6.528 -6.550
84 H 3.582 5.289 2.569
85 H 2.637 4.485 3.711
86 H 1.901 5.790 2.793
87 H 1.071 3.593 2.005
88 H 2.692 3.080 1.479
89 H 1.811 3.906 -0.465
90 H 2.447 5.388 0.079
91 H 0.138 6.071 1.081
92 H -0.403 4.513 0.335
93 H -1.749 7.542 -1.889
94 H -2.112 6.879 -0.333
95 H -2.521 4.679 -1.107
96 H -2.186 5.132 -2.760
97 H -3.880 6.892 -2.689
98 H -4.592 6.130 -1.364
99 H -5.572 5.477 -3.517
100 H -4.856 3.968 -2.889
101 H -4.007 4.833 -4.133
102 H 0.195 8.699 -0.508
103 H 0.738 8.477 -2.108
104 H 3.011 7.455 -1.086
105 H 2.324 7.479 0.432
106 H 2.281 9.825 0.675
107 H 2.428 10.160 -1.013
108 H 4.774 8.845 -0.832
109 H 4.670 9.241 0.925
110 H 4.511 10.498 -0.074
111 H 0.078 4.541 -2.815
112 H 1.701 5.084 -2.773
113 H 0.509 7.307 -4.059
114 H -0.530 6.015 -4.592
115 H 1.275 4.643 -5.500
116 H 2.428 5.760 -4.888
117 H 2.161 6.115 -7.100
118 H 1.479 7.596 -6.409
119 H 0.364 6.203 -6.972
120 C -2.124 -3.203 4.734
121 C -0.879 -3.108 3.750
122 C 0.493 -3.485 4.198
123 C 1.587 -3.164 3.152
124 P 3.303 -2.901 3.880
125 C 4.299 -2.074 2.594
126 C 4.124 -2.628 1.163
127 C 5.228 -2.174 0.225
128 C 6.499 -3.047 0.356
129 C 3.367 -2.159 5.613
130 C 2.850 -3.163 6.579
131 C 2.859 -2.503 8.031
132 C 1.735 -1.515 8.300
133 C 3.998 -4.583 4.079
134 C 3.045 -5.802 4.405
135 C 3.872 -6.947 5.008
136 C 3.096 -8.187 5.225
137 H -2.254 -4.244 5.030
138 H -3.031 -2.937 4.191
139 H -1.946 -2.623 5.639
140 H -0.878 -2.124 3.282
141 H -1.057 -3.729 2.872
142 H 0.444 -4.491 4.614
143 H 0.697 -2.835 5.049
144 H 1.365 -2.314 2.506
145 H 1.713 -4.021 2.490
146 H 5.333 -1.999 2.930
147 H 3.933 -1.053 2.697
148 H 3.190 -2.309 0.701
149 H 4.053 -3.711 1.255
150 H 5.366 -1.096 0.314
151 H 4.898 -2.248 -0.811
152 H 6.323 -4.067 0.012
153 H 6.887 -2.991 1.373
154 H 7.254 -2.679 -0.339
155 H 2.927 -1.170 5.746
156 H 4.450 -2.041 5.639
157 H 3.583 -3.970 6.588
158 H 1.827 -3.519 6.461
159 H 3.823 -1.999 8.103
160 H 2.868 -3.272 8.804
161 H 1.704 -0.693 7.585
162 H 1.978 -1.224 9.322
163 H 0.732 -1.928 8.409
164 H 4.748 -4.327 4.827
165 H 4.672 -4.792 3.248
166 H 2.554 -6.038 3.460
167 H 2.326 -5.491 5.164
168 H 4.249 -6.481 5.918
169 H 4.702 -7.147 4.331
170 H 2.975 -8.749 4.299
171 H 2.110 -7.960 5.632
172 H 3.659 -8.858 5.873
173 O 1.455 -3.891 -2.201
174 C 0.709 -3.837 -1.181
175 O 0.450 -2.759 -0.604
176 O 0.356 -4.920 -0.818
177 H 1.212 -4.806 -2.044
178 O -0.173 0.351 3.908
179 C 1.068 0.711 4.294
180 O 1.093 1.626 5.088
181 O 2.033 0.155 3.755
182 H -0.664 0.612 4.690
183 O -2.594 2.327 -2.963
184 C -1.477 1.746 -2.556
185 O -0.835 2.303 -1.690
186 O -1.147 0.625 -2.973
187 H -2.470 3.050 -2.343

Maximum force   0.149 Eh/bohr
HOMO   -9.2 eV
E_tot   -107753.6095 eV
Orbital gap   7.80 eV
Total charge   +1

=====

No. 2
Computed, not measured: a cluster of 11 separate species, C54H122F12N7O16S4 in total, with wB97M-V/def2-TZVPD.

Cartesian coordinates (Å):
1 C 5.704 -2.782 1.784
2 C 5.797 -3.951 0.781
3 C 4.806 -5.105 1.159
4 O 3.405 -4.854 0.846
5 C 2.572 -5.911 0.459
6 N 5.399 -3.438 -0.563
7 H 4.428 -3.166 -0.628
8 H 6.084 -2.777 -0.899
9 H 5.488 -4.259 -1.144
10 H 4.705 -2.720 2.216
11 H 5.999 -1.797 1.424
12 H 6.426 -2.889 2.594
13 H 6.806 -4.344 0.650
14 H 5.089 -5.174 2.209
15 H 5.104 -5.976 0.575
16 H 2.861 -6.354 -0.494
17 H 1.600 -5.426 0.367
18 H 2.500 -6.649 1.258
19 C -7.839 -3.545 -4.356
20 C -6.831 -2.427 -3.955
21 C -7.415 -1.001 -3.715
22 O -6.543 -0.293 -2.825
23 C -5.250 0.154 -3.271
24 N -6.040 -3.032 -2.796
25 H -5.502 -2.264 -2.420
26 H -6.685 -3.423 -2.124
27 H -5.261 -3.583 -3.126
28 H -8.424 -3.271 -5.234
29 H -8.624 -3.827 -3.654
30 H -7.339 -4.459 -4.676
31 H -6.125 -2.329 -4.780
32 H -8.340 -1.000 -3.138
33 H -7.488 -0.540 -4.700
34 H -4.754 0.484 -2.358
35 H -5.256 0.921 -4.044
36 H -4.562 -0.619 -3.612
37 C -1.593 -0.338 -1.799
38 C -0.815 -1.565 -1.131
39 C -0.617 -1.172 0.350
40 O 0.050 -2.132 1.118
41 C 1.483 -2.369 0.852
42 N -1.726 -2.821 -1.308
43 H -1.709 -3.323 -0.432
44 H -2.674 -2.523 -1.491
45 H -1.430 -3.516 -1.978
46 H -0.950 0.541 -1.852
47 H -2.548 -0.131 -1.316
48 H -1.989 -0.501 -2.802
49 H 0.052 -1.733 -1.769
50 H -1.522 -0.836 0.856
51 H 0.029 -0.295 0.389
52 H 1.591 -3.446 0.986
53 H 2.139 -2.002 1.641
54 H 1.843 -2.008 -0.112
55 C -1.884 -0.556 -7.584
56 N -0.734 0.122 -6.836
57 C 0.321 -0.971 -6.610
58 C -0.056 1.135 -7.876
59 C -1.218 0.931 -5.593
60 C -0.155 1.906 -4.966
61 O 0.775 1.141 -4.228
62 H -1.510 -1.108 -8.446
63 H -2.730 0.056 -7.893
64 H -2.167 -1.324 -6.863
65 H 0.306 -1.614 -7.490
66 H 0.089 -1.478 -5.673
67 H 1.277 -0.470 -6.455
68 H 0.567 0.461 -8.465
69 H 0.500 1.984 -7.478
70 H -0.767 1.474 -8.629
71 H -1.335 0.170 -4.822
72 H -2.086 1.514 -5.900
73 H -0.689 2.466 -4.198
74 H 0.286 2.675 -5.599
75 H 1.624 1.497 -4.500
76 C 0.158 6.415 6.546
77 C -1.241 5.774 6.344
78 C -1.415 5.289 4.906
79 C -2.711 4.632 4.520
80 N -2.729 4.132 3.046
81 C -2.669 5.334 2.053
82 C -4.081 5.911 1.983
83 C -5.020 4.747 2.273
84 C -4.028 3.506 2.575
85 C -1.576 3.155 2.737
86 C -1.318 1.983 3.717
87 C -0.078 1.338 3.148
88 H 0.199 7.432 6.155
89 H 1.039 5.995 6.061
90 H 0.324 6.353 7.621
91 H -2.031 6.465 6.637
92 H -1.318 4.972 7.078
93 H -0.581 4.633 4.655
94 H -1.298 6.264 4.433
95 H -3.452 5.431 4.484
96 H -2.933 3.781 5.164
97 H -2.593 4.848 1.081
98 H -1.943 6.122 2.255
99 H -4.276 6.354 1.006
100 H -4.232 6.792 2.607
101 H -5.753 4.588 1.482
102 H -5.605 4.948 3.171
103 H -3.744 2.852 1.750
104 H -4.363 2.887 3.407
105 H -0.769 3.887 2.717
106 H -1.700 2.773 1.724
107 H -2.067 1.198 3.815
108 H -1.086 2.465 4.667
109 H -0.262 1.132 2.094
110 H 0.132 0.374 3.611
111 H 0.722 2.043 3.372
112 C -4.607 -3.807 5.321
113 C -3.518 -3.803 6.320
114 C -2.244 -3.082 5.837
115 C -1.274 -3.186 7.024
116 N 0.184 -2.921 6.587
117 C 0.774 -4.002 5.615
118 C 1.769 -3.151 4.809
119 C 1.023 -1.835 4.601
120 C 0.362 -1.511 5.932
121 C 1.140 -3.095 7.845
122 C 1.073 -1.923 8.896
123 C 1.764 -2.200 10.169
124 H -5.008 -2.816 5.105
125 H -5.528 -4.332 5.574
126 H -4.284 -4.278 4.392
127 H -3.459 -4.867 6.549
128 H -3.859 -3.251 7.196
129 H -2.411 -2.062 5.490
130 H -1.857 -3.596 4.957
131 H -1.223 -4.184 7.460
132 H -1.648 -2.439 7.725
133 H 1.264 -4.785 6.193
134 H -0.113 -4.287 5.049
135 H 2.743 -3.062 5.291
136 H 1.989 -3.706 3.897
137 H 1.766 -1.042 4.517
138 H 0.227 -1.822 3.857
139 H 1.185 -1.005 6.437
140 H -0.586 -0.974 5.954
141 H 2.195 -3.294 7.658
142 H 0.848 -4.035 8.313
143 H 0.045 -1.617 9.087
144 H 1.579 -1.027 8.536
145 H 1.404 -3.116 10.637
146 H 1.628 -1.423 10.921
147 H 2.844 -2.334 10.108
148 C 8.462 5.670 -4.028
149 C 8.609 5.186 -2.622
150 C 7.624 3.995 -2.223
151 C 6.226 4.338 -1.797
152 N 5.058 3.595 -2.534
153 C 5.153 3.596 -4.116
154 C 4.167 4.694 -4.625
155 C 3.066 4.513 -3.585
156 C 3.849 4.468 -2.232
157 C 5.033 2.162 -1.925
158 C 3.897 1.233 -2.219
159 C 3.952 -0.116 -1.545
160 H 9.181 6.432 -4.328
161 H 7.539 6.141 -4.366
162 H 8.755 4.821 -4.646
163 H 8.481 6.075 -2.004
164 H 9.624 4.836 -2.432
165 H 8.110 3.427 -1.430
166 H 7.679 3.291 -3.053
167 H 6.096 5.366 -2.136
168 H 6.116 4.400 -0.715
169 H 4.840 2.584 -4.371
170 H 6.120 3.660 -4.615
171 H 3.829 4.218 -5.545
172 H 4.549 5.706 -4.757
173 H 2.493 3.620 -3.833
174 H 2.486 5.380 -3.902
175 H 3.331 4.041 -1.372
176 H 4.166 5.500 -2.082
177 H 5.109 2.233 -0.840
178 H 5.973 1.709 -2.242
179 H 3.770 1.125 -3.297
180 H 2.998 1.822 -2.035
181 H 2.969 -0.579 -1.633
182 H 4.318 0.014 -0.527
183 H 4.755 -0.746 -1.926
184 C -4.763 -0.575 1.952
185 F -3.711 0.281 1.708
186 F -4.701 -0.994 3.202
187 F -5.911 0.166 1.893
188 S -4.615 -2.203 0.773
189 O -5.814 -3.025 0.995
190 O -4.615 -1.618 -0.617
191 O -3.418 -3.034 1.063
192 C -2.732 -4.697 -6.278
193 F -3.461 -5.789 -6.445
194 F -1.392 -4.886 -6.460
195 F -3.129 -3.712 -7.106
196 S -3.092 -4.272 -4.336
197 O -1.969 -4.821 -3.539
198 O -3.273 -2.823 -4.203
199 O -4.372 -4.968 -4.004
200 C 2.271 -3.462 -4.647
201 F 2.227 -2.107 -4.694
202 F 1.271 -4.151 -5.290
203 F 3.383 -3.843 -5.264
204 S 2.177 -4.046 -2.837
205 O 3.047 -3.021 -2.111
206 O 0.796 -3.908 -2.363
207 O 2.716 -5.427 -2.903
208 C -0.839 3.804 -1.703
209 F 0.081 2.750 -1.654
210 F -0.792 4.420 -0.455
211 F -0.542 4.730 -2.553
212 S -2.636 3.041 -1.807
213 O -3.498 4.221 -1.734
214 O -2.763 2.243 -3.083
215 O -2.727 2.164 -0.622

Maximum force   0.071 Eh/bohr
HOMO (spin up / spin down)   -5.5 / -12.2 eV
E_tot   -177094.8384 eV
Orbital gap (spin up / spin down)   1.86 / 8.57 eV
Total charge   +2
Spin multiplicity   2

=====

Question: The highest E_tot belongs to which entry?
Answer: C54H119NO10P3

=====

Question: Among the records above, which one has the highest E_tot?
Answer: C54H119NO10P3

=====

Question: Which of these has the highest maximum force?
Answer: C54H119NO10P3

=====

Question: The highest E_tot belongs to which entry?
Answer: C54H119NO10P3